Molecular formula: C18H30N2O3S
Method: DFT, ωB97M-V with the def2-TZVPD basis set

SMILES = COc1ccc(S(=O)(=O)NC[C@H]2CCCN(CC(C)(C)C)C2)cc1
Energy = -39110.3797 eV
Molecular weight = 354.52 Da
HOMO energy = -7.8524 eV
Relative energy (zero: lowest compared OMol25 entry of this formula, charge and spin) = 16.2 kcal per mole
Orbital gap = 0.313 hartree
Total charge = 0

Last column: natural (NBO) charge in e.
Cartesian coordinates (Å):
C -0.4813 -8.2812 -0.7829  -0.254
O 0.1533 -7.5041 0.2071  -0.486
C 0.0435 -6.1555 0.1522  0.326
C -0.6505 -5.4524 -0.8315  -0.329
C -0.6922 -4.0692 -0.7856  -0.097
C -0.0536 -3.3913 0.2308  -0.379
S -0.0757 -1.6099 0.2373  2.311
O 0.1066 -1.1510 1.5883  -0.946
O -1.2103 -1.1504 -0.5081  -0.942
N 1.3191 -1.3031 -0.6452  -0.865
C 1.2498 -0.3867 -1.7641  -0.227
C 1.4922 1.0758 -1.3817  -0.222
C 1.4268 1.9871 -2.6076  -0.399
C 1.6162 3.4398 -2.1787  -0.396
C 0.5885 3.8090 -1.1058  -0.207
N 0.7490 2.9140 0.0120  -0.469
C 0.3778 3.3566 1.3316  -0.187
C -1.1024 3.6186 1.7302  -0.070
C -1.9974 2.4084 1.4598  -0.612
C -1.0977 3.8931 3.2398  -0.602
C -1.6727 4.8484 1.0194  -0.609
C 0.4553 1.5510 -0.3572  -0.239
C 0.6365 -4.0764 1.2155  -0.159
C 0.6860 -5.4528 1.1784  -0.256
H -0.0854 -8.0627 -1.7793  0.178
H -1.5649 -8.1294 -0.7781  0.179
H -0.2618 -9.3165 -0.5275  0.204
H -1.1593 -5.9685 -1.6297  0.224
H -1.2306 -3.5027 -1.5282  0.229
H 2.0878 -1.1100 -0.0211  0.399
H 1.9817 -0.7081 -2.5138  0.199
H 0.2463 -0.5023 -2.1774  0.225
H 2.4874 1.1652 -0.9306  0.194
H 2.1924 1.7035 -3.3338  0.206
H 0.4506 1.8726 -3.0850  0.197
H 2.6174 3.5676 -1.7643  0.201
H 1.5103 4.1046 -3.0379  0.204
H 0.7558 4.8340 -0.7691  0.203
H -0.4196 3.7485 -1.5546  0.157
H 0.7660 2.5993 2.0205  0.196
H 0.9336 4.2842 1.5156  0.189
H -2.1702 2.2739 0.3959  0.207
H -2.9651 2.5503 1.9387  0.206
H -1.5527 1.4960 1.8500  0.219
H -2.1003 4.1367 3.5851  0.207
H -0.4423 4.7285 3.4789  0.203
H -0.7529 3.0180 3.7859  0.208
H -1.7899 4.6721 -0.0456  0.207
H -1.0228 5.7105 1.1575  0.202
H -2.6520 5.0927 1.4279  0.206
H 0.4947 0.9267 0.5352  0.222
H -0.5441 1.4317 -0.8063  0.177
H 1.1111 -3.5170 2.0054  0.237
H 1.2120 -6.0173 1.9315  0.230

Molecular formula: C8H12N5
Method: DFT, ωB97M-V with the def2-TZVPD basis set

Energy = -15929.9468 eV
Molecular weight = 178.22 Da
HOMO energy = -12.9324 eV
Relative energy (zero: lowest compared OMol25 entry of this formula, charge and spin) = 103.2 kcal per mole
Orbital gap = 0.295 hartree
Total charge = +1

Last column: natural (NBO) charge in e.
Cartesian coordinates (Å):
C -2.9138 -0.4336 -0.7369  -0.176
C -3.0766 0.8918 -0.7046  -0.212
C -1.5964 -0.9389 -0.3100  0.399
C -2.0146 1.8176 -0.4757  0.371
C 0.2186 1.9403 0.0172  0.816
C 3.1735 -1.8209 0.6246  -0.405
C 2.4747 -0.7783 1.3584  -0.435
C 2.4961 -0.6970 -0.1259  -0.435
N -0.5659 -0.1642 -0.1093  -0.332
N 1.0339 2.7880 0.2281  -0.458
N -0.8225 1.1500 -0.0859  -0.269
N -1.4034 -2.2516 -0.2174  -0.740
N -1.9411 3.0870 -0.4466  -0.592
H -3.7022 -1.1467 -0.9080  0.253
H -4.1022 1.3290 -0.8240  0.262
H 4.2942 -1.7973 0.6193  0.224
H 2.7802 -2.7327 0.3917  0.213
H 1.6124 -1.1735 1.8855  0.207
H 3.0784 -0.0092 1.8589  0.225
H 1.6294 -0.7998 -0.7158  0.210
H 1.6567 3.3168 -0.3684  0.469
H -2.1669 -2.8267 -0.0488  0.409
H -0.4409 -2.5366 0.1783  0.429
H -2.7665 3.5318 -0.5568  0.371
H 3.0649 0.2547 -0.5278  0.195

Molecular formula: C19H17ClN2O5
Method: DFT, ωB97M-V with the def2-TZVPD basis set

SMILES = COC(=O)[C@@]1(O)Cc2cc(Cl)ccc2/C1=N/NC(=O)OCc1ccccc1
Energy = -45715.9085 eV
Molecular weight = 388.81 Da
HOMO energy = -8.5858 eV
Relative energy (zero: lowest compared OMol25 entry of this formula, charge and spin) = 116.8 kcal per mole
Orbital gap = 0.314 hartree
Total charge = 0

Last column: natural (NBO) charge in e.
Cartesian coordinates (Å):
C 0.4377 5.1108 0.4620  -0.278
O 0.7577 3.8203 0.9824  -0.500
C 1.0688 2.8479 0.1127  0.801
O 0.8884 2.8613 -1.0538  -0.593
C 1.2264 1.3384 0.6985  0.123
O 1.7600 0.3844 -0.3526  -0.677
C 2.1606 1.1843 2.0377  -0.417
C 1.2619 0.5424 3.0834  0.008
C 1.6694 -0.0647 4.2399  -0.213
C 0.6972 -0.5942 5.0803  -0.058
Cl 1.0544 -1.2385 6.5937  0.046
C -0.5895 -0.6735 4.6075  -0.231
C -0.9844 -0.2716 3.3527  -0.158
C 0.0063 0.3606 2.6043  -0.069
C -0.0185 0.8063 1.1677  0.193
N -1.1879 0.7460 0.6520  -0.175
N -1.2638 0.9010 -0.6892  -0.492
C -2.0903 0.1960 -1.4263  0.869
O -2.9483 -0.4538 -0.8303  -0.644
O -1.8928 0.2926 -2.7569  -0.512
C -2.2588 -0.9141 -3.4887  -0.095
C -1.2204 -1.9393 -3.3278  -0.077
C -1.3154 -2.7781 -2.2361  -0.209
C -0.4047 -3.7088 -1.9882  -0.205
C 0.7234 -3.9919 -2.7363  -0.210
C 0.8095 -3.2595 -3.8866  -0.200
C -0.0642 -2.1318 -4.1665  -0.198
H -0.1298 5.0993 -0.5031  0.216
H 1.4522 5.4875 0.3229  0.192
H -0.0040 5.7843 1.2557  0.214
H 1.0708 0.2940 -0.9592  0.469
H 3.0392 0.6232 1.7998  0.240
H 2.5151 2.1657 2.5007  0.229
H 2.7109 -0.1384 4.3500  0.221
H -1.3520 -1.2516 5.1084  0.225
H -2.0315 -0.3763 3.0391  0.248
H -0.5796 1.4727 -1.2329  0.396
H -2.2254 -0.6871 -4.5380  0.198
H -3.2966 -1.1192 -3.2834  0.224
H -2.0823 -2.7313 -1.4073  0.248
H -0.5452 -4.1866 -1.0313  0.205
H 1.5103 -4.7014 -2.4641  0.224
H 1.5432 -3.5260 -4.6049  0.207
H 0.1217 -1.5809 -5.0879  0.217

Molecular formula: C4H6N2OS
Method: DFT, ωB97M-V with the def2-TZVPD basis set

Energy = -20101.8147 eV
Molecular weight = 130.17 Da
HOMO energy = -10.1746 eV
Relative energy (zero: lowest compared OMol25 entry of this formula, charge and spin) = 173.6 kcal per mole
Orbital gap = 0.303 hartree
Total charge = 0

Last column: natural (NBO) charge in e.
Cartesian coordinates (Å):
C -2.3229 -1.2967 0.0089  0.095
C 0.7979 -0.8943 0.1560  -0.241
C -0.2634 -0.1448 0.1910  -0.023
C 2.1898 -0.6931 0.6376  -0.609
N -3.3946 -1.5356 -0.3375  -0.469
N -1.4103 1.5388 -1.1329  -1.035
O 0.5387 2.2396 0.4939  -0.897
S -0.7692 1.5123 0.4768  1.402
H 0.7430 -1.8664 -0.1061  0.256
H 2.8558 -0.9574 -0.0547  0.228
H 2.4446 -1.2454 1.4913  0.237
H 2.2972 0.3011 0.8084  0.236
H -1.8310 2.4036 -1.3374  0.395
H -1.8755 0.6384 -1.2952  0.424

Molecular formula: C5H14
Method: DFT, ωB97M-V with the def2-TZVPD basis set

SMILES = CCC.CC
Energy = -5410.3141 eV
Molecular weight = 74.17 Da
HOMO energy = -10.5591 eV
Relative energy (zero: lowest compared OMol25 entry of this formula, charge and spin) = 40.0 kcal per mole
Orbital gap = 0.430 hartree
Total charge = 0

Last column: natural (NBO) charge in e.
Cartesian coordinates (Å):
C 2.0467 -2.1985 0.4323  -0.621
C 0.6929 -1.8956 -0.1265  -0.417
C 0.8407 -0.5956 -0.9163  -0.609
H 2.7886 -2.8320 -0.0653  0.218
H 1.8143 -2.4568 1.4990  0.208
H 2.6718 -1.3064 0.6285  0.198
H 0.4061 -2.7687 -0.7205  0.200
H -0.1238 -1.9274 0.6073  0.204
H 1.9186 -0.2138 -1.0651  0.199
H 0.4353 -0.8355 -1.8578  0.211
H 0.4380 0.2532 -0.4534  0.210
C -1.5890 2.1175 1.0633  -0.613
C -1.8757 2.0332 -0.5152  -0.621
H -2.4465 2.3793 1.5423  0.211
H -0.9910 1.3064 1.3180  0.207
H -0.9361 2.9316 1.3904  0.200
H -2.1651 1.0144 -0.7052  0.203
H -1.1902 2.4255 -1.2599  0.211
H -2.7356 2.5691 -0.7959  0.201

Molecular formula: C18H37N4O4Si
Method: DFT, ωB97M-V with the def2-TZVPD basis set

Energy = -41279.1112 eV
Molecular weight = 401.60 Da
HOMO energy = -10.7290 eV
Orbital gap = 0.284 hartree
Total charge = +1

Last column: natural (NBO) charge in e.
Cartesian coordinates (Å):
C 2.1813 -3.8023 1.2608  -1.142
Si 0.3475 -3.1290 1.0637  1.883
C -0.2314 -3.6507 -0.6977  -1.178
C 0.4809 -1.2077 1.0878  -1.175
O -0.5717 -3.8305 2.3865  -0.862
C -1.7563 -3.0312 2.7354  -0.091
C -3.0596 -3.3009 1.7291  -0.484
C -3.8427 -1.8463 1.6120  -0.011
C -4.1860 -0.9889 2.8173  -0.312
C -4.9312 0.4686 2.4735  0.508
O -5.8798 1.0009 3.2559  -0.510
C -4.3469 1.2191 1.0976  0.003
C -4.0846 2.8661 1.0302  -0.478
C -2.4661 3.0457 1.4058  0.439
N -2.2397 4.0533 2.5279  -0.829
N -1.8448 1.7264 1.9026  -0.906
N -1.6682 3.3970 0.1343  -0.865
C -4.0089 0.3634 -0.1074  -0.289
C -4.2886 -1.2693 0.1067  0.512
O -4.8556 -2.0619 -0.8062  -0.519
H 2.9654 -3.1009 0.7459  0.224
H 2.2453 -4.9258 0.9354  0.254
H 2.3906 -3.7882 2.4345  0.252
H -1.0618 -4.4749 -0.7287  0.266
H -0.5435 -2.6762 -1.3090  0.236
H 0.7051 -4.0941 -1.2898  0.246
H 1.4951 -0.9166 0.5366  0.219
H 0.5505 -0.7442 2.1613  0.253
H -0.3749 -0.6832 0.4453  0.253
H -1.5433 -1.8823 2.8846  0.192
H -2.1181 -3.4266 3.8016  0.204
H -3.8214 -4.0308 2.2832  0.256
H -2.7575 -3.7656 0.6984  0.252
H -3.9389 -1.3361 3.9293  0.262
H -4.7712 3.3583 1.8572  0.262
H -4.3450 3.3186 -0.0311  0.242
H -2.7544 3.6400 3.3530  0.352
H -1.2169 3.9274 2.7852  0.357
H -2.0932 1.5524 2.9013  0.373
H -0.8084 1.7374 1.7494  0.370
H -2.2968 3.8319 -0.5774  0.373
H -1.3174 2.4696 -0.2465  0.362
H -3.5609 0.7906 -1.1095  0.246
C 3.0989 2.5038 -2.1015  -0.408
N 4.2514 1.5445 -2.4039  -0.208
C 5.3397 1.7712 -1.3563  -0.404
C 4.8201 1.8543 -3.7774  -0.413
C 3.7925 0.0638 -2.3009  -0.227
C 2.7122 -0.3477 -3.3166  -0.092
O 1.5345 0.4316 -3.1582  -0.734
H 3.5196 3.4988 -1.9244  0.225
H 2.4354 2.5587 -2.9669  0.254
H 2.5752 2.1522 -1.2079  0.237
H 5.6769 2.8104 -1.4226  0.236
H 6.1695 1.0900 -1.5657  0.232
H 4.9155 1.5703 -0.3676  0.236
H 4.0280 1.7548 -4.5234  0.235
H 5.6328 1.1515 -3.9821  0.232
H 5.1949 2.8832 -3.7734  0.238
H 3.4169 -0.0669 -1.2784  0.234
H 4.6871 -0.5549 -2.4339  0.237
H 2.4445 -1.3967 -3.1551  0.214
H 3.0699 -0.2443 -4.3474  0.180
H 0.9088 0.1691 -3.8623  0.496